Record 1
# C27H35BN2O4

A cluster of 2 separate species, C27H35BN2O4 in total (ωB97M-V with the def2-TZVPD basis set, OMol25).

Geometry as XYZ:
```
69
C27H35BN2O4 ωB97M-V with the def2-TZVPD basis set
C 7.68655 -0.47845 -0.35816
C 6.40803 0.22023 -0.37620
C 6.09738 1.54139 -0.08958
C 4.67986 1.59540 -0.00323
C 4.13427 0.34953 -0.30243
B 3.32952 -0.91300 0.69543
O 4.15676 -1.75287 1.56807
C 3.23863 -2.24886 2.57813
C 1.75675 -2.06234 2.00642
C 0.65300 -2.71819 2.84103
C 1.89977 -2.63957 0.56093
O 2.51241 -1.63528 -0.27013
C 1.49892 -0.52789 1.78910
O 2.68250 0.13362 1.53872
O 5.26173 -0.49172 -0.58023
H 8.50939 0.24626 -0.37701
H 7.81766 -1.05450 0.57270
H 7.80735 -1.16760 -1.20128
H 6.84439 2.30816 0.07594
H 4.10277 2.47416 0.24820
H 3.43753 -3.32522 2.70930
H 3.46548 -1.77673 3.54676
H -0.27590 -2.89734 2.26538
H 1.01011 -3.69671 3.20722
H 0.34952 -2.10193 3.70071
H 2.61687 -3.48394 0.52426
H 0.91713 -2.95979 0.17075
H 1.04784 -0.27763 0.81474
H 0.87962 -0.03797 2.53769
C -4.26218 4.45626 2.75510
N -3.67535 3.17009 3.07536
C -4.05685 2.54850 4.33648
C -2.81813 2.53424 2.22369
C -2.41617 1.20048 2.48866
C -1.41347 0.59319 1.75875
C -0.92833 1.14004 0.54644
C -0.14176 0.27436 -0.37694
C -0.68310 0.13001 -1.73012
C -0.17905 -0.85632 -2.64125
C -1.01040 -1.46915 -3.57664
C -2.33392 -0.98837 -3.82136
N -3.15550 -1.49691 -4.79325
C -4.50865 -1.00466 -4.98467
C -2.73291 -2.58894 -5.65520
C -2.76919 0.08355 -3.00420
C -1.96220 0.65315 -2.03981
C -1.35716 2.46315 0.26534
C -2.25974 3.13849 1.06518
H -3.50723 5.23263 2.60021
H -4.90428 4.39191 1.87166
H -4.87030 4.74831 3.60528
H -4.67945 1.65586 4.15905
H -3.17081 2.26884 4.93178
H -4.64715 3.27714 4.89286
H -2.86783 0.66184 3.32147
H -1.08527 -0.39542 2.04880
H -0.10824 -0.75875 0.06846
H 0.84968 -1.16339 -2.51916
H -0.63117 -2.32815 -4.13719
H -5.18772 -1.35102 -4.19651
H -4.53684 0.08675 -4.98592
H -4.88099 -1.32962 -5.95558
H -1.73034 -2.39295 -6.05631
H -2.70207 -3.53449 -5.09282
H -3.44283 -2.67436 -6.48670
H -3.77051 0.47072 -3.17830
H -2.44743 1.39120 -1.41302
H -0.98662 2.96350 -0.63108
H -2.55437 4.17712 0.86824
```

Summary:
- max |F| (eV/A) = 5.8
- orbital gap (eV) = 3.58
- energy above the lowest of the compared OMol25 structures with the same formula, charge and spin (eV) = 0.0953
- HOMO energy (eV) = -5.9389


Record 2
# C27H35BeBrN4P2

A structure of composition C27H35BeBrN4P2 (ωB97M-V with the def2-TZVPD basis set, OMol25).

Geometry as XYZ:
```
70
C27H35BeBrN4P2 ωB97M-V with the def2-TZVPD basis set
Be 1.42176 1.40764 -1.34985
C 4.69816 5.10281 -1.03297
C 4.00159 5.43524 0.05452
C 3.07464 6.62056 0.22615
C 2.19907 6.93843 -0.99814
C 1.75596 5.75032 -1.83201
C 2.51844 5.05604 -2.70263
C 3.75247 5.64394 -3.29785
C 4.83401 5.96806 -2.24598
C 0.32259 -0.00722 -1.95006
H 5.36728 4.25542 -0.99754
H 4.28858 5.04570 1.03529
H 3.68832 7.51264 0.47303
H 2.46121 6.46553 1.13906
H 1.28967 7.43618 -0.59712
H 2.71836 7.68053 -1.62549
H 0.66377 5.70132 -1.91691
H 2.18387 4.12175 -3.14564
H 3.46599 6.56610 -3.84651
H 4.15723 4.93738 -4.03477
H 5.80836 5.78827 -2.70435
H 4.79423 7.01949 -1.96369
H 0.89450 -0.94523 -1.97694
H 0.04369 0.24212 -2.97931
H -0.62414 -0.28125 -1.45324
P -0.11766 2.78512 -0.96252
P 1.28045 1.96255 1.71893
N -0.26152 3.31408 -2.65141
N -1.86450 2.76059 -0.66739
N 2.84251 2.07465 0.81390
N 1.88693 1.67957 3.33114
C 0.44648 4.10729 0.12601
C 0.79849 3.71404 1.56620
C 0.34394 2.65743 -3.73584
C -0.09322 3.25085 -4.91093
C -0.94535 4.35313 -4.54865
C -1.03557 4.35995 -3.15864
C -2.78326 1.90838 -1.30235
C -4.06179 2.19641 -0.82429
C -3.93103 3.25113 0.14314
C -2.57780 3.56899 0.22075
C 3.20404 1.46879 -0.43875
C 4.60439 1.55838 -0.51523
C 5.05738 2.38182 0.51958
C 3.95049 2.73826 1.28653
C 3.00074 2.04118 4.11300
C 2.95968 1.35439 5.31519
C 1.78502 0.53751 5.29877
C 1.13847 0.74902 4.09523
H -0.17778 5.01307 0.07608
H 1.41071 4.39110 -0.32621
H 1.62597 4.35367 1.91124
H -0.04729 3.91228 2.24074
H 1.02423 1.82904 -3.57430
H 0.17384 2.93875 -5.90586
H -1.40769 5.04708 -5.21934
H -1.56497 5.02015 -2.48084
H -2.43741 1.18044 -2.01784
H -4.97952 1.71038 -1.13680
H -4.72069 3.72517 0.71092
H -2.05845 4.28914 0.83002
H 2.69313 0.59871 -0.95634
H 5.18453 1.07526 -1.29811
H 6.07596 2.73532 0.64349
H 3.88245 3.44848 2.09004
H 3.70904 2.78913 3.79736
H 3.67882 1.42921 6.13276
H 1.43084 -0.11435 6.09395
H 0.22514 0.35060 3.66927
Br 1.09367 -0.39698 0.71469
```

Summary:
- max |F| (eV/A) = 3.6
- orbital gap (eV) = 5.83
- HOMO energy (eV) = -6.4395


Record 3
# C27H35Br2Cl42NO4P

A cluster of 15 separate species, C27H35Br2Cl42NO4P in total (ωB97M-V with the def2-TZVPD basis set, OMol25).

Geometry as XYZ:
```
112
C27H35Br2Cl42NO4P ωB97M-V with the def2-TZVPD basis set
C -1.25113 -2.24456 4.19459
C -0.20442 -2.38923 2.90954
O 1.12800 -2.92342 3.31315
C 2.14289 -2.37871 2.35126
O 2.81791 -1.24196 2.59264
C 2.47213 -3.11729 0.89277
C 2.61806 -2.00659 -0.34915
C 1.10980 -1.47693 -0.73075
P 1.02111 0.44604 -1.00710
C -0.82692 0.78214 -1.51531
C -1.75204 -0.60816 -1.45086
N -2.07782 -1.34143 -2.56845
C 1.39393 1.22290 0.71536
C 0.92221 2.78568 0.86775
O -0.33182 3.24259 0.90976
O 1.99955 3.81001 1.02755
C 2.24248 1.06665 -2.35504
Br 3.34599 2.70974 -1.86151
C 2.44372 0.46032 -3.69908
C 3.53947 0.98881 -4.83184
Br 1.33403 -1.14752 -4.28294
H -1.08253 -1.17762 4.69127
H -1.14634 -3.13444 4.94968
H -2.35688 -2.22214 3.77135
H -0.03004 -1.32347 2.45660
H -0.69255 -3.11306 2.10922
H 1.57934 -3.86475 0.63018
H 3.46897 -3.73944 0.93769
H 3.28474 -1.09271 -0.04907
H 3.03427 -2.56372 -1.30295
H 0.44309 -1.66411 0.24165
H 0.60852 -2.08838 -1.59349
H -0.90367 1.29355 -2.58632
H -1.36556 1.53345 -0.77192
H -2.18885 -0.97102 -0.40897
H -1.59412 -0.82434 -3.36335
H 0.79087 0.58617 1.51665
H 2.53357 1.03551 0.92213
H 1.69340 4.36879 1.82668
H 3.84914 2.10950 -4.69979
H 4.53431 0.32948 -4.81166
H 3.11116 0.85885 -5.93676
C -5.74048 -1.52368 -3.26154
Cl -5.56579 -1.17002 -4.98893
Cl -5.76267 -0.02374 -2.31851
Cl -7.21096 -2.46675 -2.96518
H -4.88024 -2.11797 -2.94302
C 0.17686 6.78002 2.89186
Cl 0.98318 8.07899 3.78743
Cl 0.53477 5.20575 3.62204
Cl -1.57242 7.05632 2.83517
H 0.55873 6.77938 1.86773
C -1.27747 1.88771 6.29362
Cl -2.85151 2.10850 5.51061
Cl -1.25600 0.38680 7.23513
Cl 0.02179 1.88506 5.08886
H -1.11212 2.72494 6.97651
C -6.72034 1.87860 5.03190
Cl -5.71999 2.60992 3.76543
Cl -7.25468 0.26059 4.54596
Cl -5.83133 1.80656 6.56291
H -7.60476 2.50435 5.17640
C -2.17962 -2.25359 -6.95181
Cl -3.02299 -1.48966 -8.30999
Cl -1.69309 -1.03766 -5.75833
Cl -3.20303 -3.48907 -6.19962
H -1.27876 -2.73945 -7.33527
C 3.38410 -5.24865 -2.95061
Cl 3.49141 -5.09021 -4.71211
Cl 4.59209 -4.22225 -2.15887
Cl 1.75472 -4.83962 -2.38729
H 3.58910 -6.28896 -2.68533
C 2.12330 4.71467 7.12284
Cl 2.92961 6.01363 8.01841
Cl 2.48121 3.14040 7.85302
Cl 0.37402 4.99097 7.06615
H 2.50516 4.71402 6.09871
C -1.91705 -3.50116 8.99759
Cl -3.66314 -3.30468 9.22580
Cl -1.57423 -4.23473 7.42153
Cl -1.09018 -1.94159 9.15104
H -1.54084 -4.16854 9.77716
C -10.62459 -1.51738 4.42251
Cl -9.63308 -2.58519 3.41446
Cl -10.50604 0.15800 3.85801
Cl -12.31290 -2.05509 4.42503
H -10.24717 -1.56296 5.44727
C 1.50044 5.88808 -3.17300
Cl 0.16717 6.55719 -2.21687
Cl 0.87978 5.05447 -4.60809
Cl 2.63524 7.16683 -3.63838
H 2.03508 5.16082 -2.55664
C -6.38566 -3.31906 -8.48429
Cl -5.39414 -4.38687 -9.49234
Cl -6.26711 -1.64368 -9.04879
Cl -8.07397 -3.85678 -8.48177
H -6.00823 -3.36465 -7.45953
C 5.44949 0.03254 -8.26142
Cl 5.10290 -1.58344 -7.62268
Cl 3.94418 0.89952 -8.61069
Cl 6.44659 0.95161 -7.12097
H 6.00740 -0.07848 -9.19472
C 9.94494 2.15658 -6.21908
Cl 10.05225 2.31502 -7.98058
Cl 11.15293 3.18299 -5.42734
Cl 8.31555 2.56562 -5.65576
H 10.14994 1.11627 -5.95380
C 4.34918 -2.45055 5.92535
Cl 3.27921 -3.78696 6.38216
Cl 4.81297 -1.50901 7.35293
Cl 5.78677 -3.06237 5.08957
H 3.80651 -1.79349 5.24092
```

Summary:
- net charge = +1
- max |F| (eV/A) = 8.6
- orbital gap (eV) = 8.39
- HOMO energy (eV) = -12.1629